{
  "formula": "C14H20N3O7",
  "method": "ωB97M-V with the def2-TZVPD basis set",
  "species": ["C", "C", "C", "C", "O", "C", "C", "N", "N", "C", "C", "O", "C", "C", "O", "N", "O", "H", "H", "H", "H", "H", "H", "H", "H", "H", "H", "H", "H", "H", "H", "C", "C", "C", "O", "C", "O", "O", "H", "H", "H", "H", "H", "H"],
  "coordinates": [[2.067574, 2.147371, -4.746955], [0.615077, 1.624955, -4.814919], [0.583668, 0.083096, -4.954507], [-0.186584, -0.640024, -3.851529], [-0.081875, 0.028144, -2.545215], [0.768403, -0.490555, -1.696945], [2.077135, -0.872256, -2.044023], [2.949102, -1.359501, -1.212895], [2.542356, -1.491213, 0.023428], [3.540546, -1.995460, 0.985724], [4.100664, -0.786989, 1.766842], [3.403195, 0.108442, 2.173217], [1.343078, -1.210979, 0.487051], [0.405349, -0.693829, -0.378839], [-0.820121, -0.371636, 0.072708], [-0.655104, 0.727554, 1.129140], [-0.793276, 1.737304, 0.623850], [2.448994, 2.158650, -5.768369], [2.118942, 3.153429, -4.339410], [2.709307, 1.476777, -4.172397], [0.057200, 2.000983, -3.959098], [0.167105, 2.033747, -5.718574], [0.091022, -0.171563, -5.893514], [1.607191, -0.286047, -5.049685], [0.142340, -1.671962, -3.725791], [-1.244227, -0.637100, -4.096743], [2.390620, -0.754921, -3.070658], [3.087525, -2.723570, 1.655287], [4.355489, -2.457239, 0.436230], [5.193846, -0.761938, 1.931210], [1.066009, -1.353551, 1.520055], [-4.037267, 1.789649, 4.033953], [-3.219338, 0.667364, 4.624636], [-3.266374, -0.622918, 3.841768], [-3.021157, -1.599500, 4.855458], [-3.468950, -1.075575, 6.033586], [-3.595459, -1.689905, 7.035250], [-3.749207, 0.248342, 5.889253], [-4.057044, 2.643574, 4.710257], [-3.623387, 2.110416, 3.077028], [-5.071940, 1.478815, 3.884286], [-2.187894, 0.997350, 4.785977], [-2.506275, -0.676542, 3.063579], [-4.246256, -0.821187, 3.400296]],
  "forces_ev_per_a": [[-0.5067, -0.2819, -0.3872], [0.5904, 0.0058, -0.2070], [-0.1567, 0.2910, 0.1602], [0.2814, 0.3685, -0.5414], [-0.3161, -0.4067, -0.2167], [0.1062, -0.0216, -0.2776], [-0.3049, 0.0993, -0.8256], [0.1699, 0.0358, 0.0934], [0.9469, -1.1662, 1.3943], [0.5565, 0.6631, -0.2536], [-0.1251, 0.5999, 0.5479], [0.1509, -0.7205, -0.5245], [-0.7377, 0.4758, -0.3227], [-0.6808, 0.3332, 0.5658], [-0.0373, -0.7812, -0.7768], [-0.0431, 1.4147, 0.1851], [-0.0377, -0.3691, 0.5460], [0.2790, 0.0958, 0.0969], [0.0717, 0.0297, -0.0002], [0.0160, 0.1318, 0.1717], [-0.1605, -0.2431, -0.0079], [-0.1862, 0.2112, 0.1636], [0.0191, -0.1767, 0.0247], [-0.0105, -0.0787, 0.1009], [-0.0607, -0.0330, -0.0100], [-0.0994, 0.0688, 0.3210], [0.2193, -0.0302, -0.0139], [-0.0497, 0.0482, 0.0450], [-0.1569, -0.1052, -0.1629], [-0.1625, -0.2148, -0.0010], [0.4334, -0.2528, 0.1205], [-0.2396, 0.0637, 0.2774], [-0.3160, 0.4236, -0.2789], [0.1761, -0.1520, -0.0851], [-0.0428, 0.1439, -0.0098], [-0.0617, 0.0214, 0.1423], [0.0223, -0.0591, 0.0499], [0.2028, -0.2667, -0.1290], [0.1057, 0.0282, -0.0504], [0.0388, -0.0143, 0.0136], [0.0371, -0.0758, -0.0493], [0.0295, -0.0999, 0.0057], [0.0716, -0.1585, 0.0966], [-0.0318, 0.1548, 0.0094]],
  "lumo_energy_ev": -4.83,
  "mol_weight_g_mol": 342.33,
  "orbital_gap_ev": 7.902,
  "charge": 1,
  "homo_ev": -12.73,
  "largest_force_ev_per_a": 2.050,
  "e_tot_ha": -1236.01150
}